(1)
ORCA calculation (ωB97M-V/def2-TZVPD) on the ion C5H13N2O with charge +1.

## Properties
ΔE to the lowest compared entry with this formula, charge and spin: 83.9 kJ/mol
charge: +1
LUMO: -0.11437 hartree
HOMO: -0.5229 hartree
frontier orbital gap: 11.12 eV

```
21
Properties=species:S:1:pos:R:3:forces:R:3
O -0.765065 2.133209 -0.607812 -1.5 -0.5 0.1
N 0.081743 1.187022 -2.537146 -0.9 -0.2 0.5
N -0.603469 0.396071 1.697729 -0.2 -1.3 -2.1
C 1.170460 -0.517416 0.104147 -0.7 -3.2 -1.9
C -0.030057 -0.893306 0.996511 0.3 0.9 1.5
C 1.239748 0.868581 -0.415569 -0.1 1.8 0.9
C -0.012679 1.383029 -1.192704 3.2 0.2 -1.3
C -1.236662 -1.713622 0.488915 0.6 -0.3 -0.3
H -2.211750 -1.233397 0.438176 0.1 0.5 0.2
H 0.792970 0.598103 -2.946423 -0.1 0.1 0.3
H 0.374498 -1.447123 1.853840 -0.1 0.1 -0.3
H 2.207606 1.147772 -0.870724 -0.6 -0.6 -0.3
H -1.446950 -0.002118 2.100036 0.0 0.8 0.9
H -0.872949 1.040324 0.911988 0.0 0.3 0.5
H -1.076284 -2.102492 -0.521424 0.2 0.0 0.2
H 1.027871 -1.207946 -0.777983 0.1 0.6 0.5
H -0.678113 1.451964 -3.147865 0.0 0.2 0.1
H 0.057281 0.863609 2.309826 -0.3 -0.1 0.4
H 1.207126 1.562200 0.431547 0.3 0.0 0.1
H 2.092205 -0.968111 0.496803 -0.1 0.9 0.4
H -1.317530 -2.546352 1.188132 -0.3 -0.1 -0.3
```
Positions in Å, forces in eV/Å.

Here are the Löwdin charges for atoms 1 to 2, given in e:
1 O 0.05
2 N 0.20


(2)
ORCA calculation (ωB97M-V/def2-TZVPD) on a cluster of 2 separate species, C5H13N2O2PSi in total.

## Properties
ΔE to the lowest compared entry with this formula, charge and spin: 294.3 kJ/mol
charge: 0
LUMO (spin up / spin down): -0.01176 / -0.01168 hartree
HOMO (spin up / spin down): -0.2204 / -0.2206 hartree
frontier orbital gap (spin up / spin down): 5.68 / 5.68 eV

```
24
Properties=species:S:1:pos:R:3:forces:R:3
P 0.944192 -2.022113 0.741576 1.3 2.0 -1.7
Si 1.563956 2.526732 0.991350 0.0 0.2 -2.8
O -1.117630 -1.101753 -0.090259 -1.1 1.9 0.0
O -2.854857 0.388688 0.060963 1.0 -0.2 0.1
N 0.475572 -3.434824 0.124811 1.9 -1.3 -1.9
N 2.152263 -1.701990 -0.486513 -3.4 1.7 2.9
C 0.473549 0.941731 -1.384882 0.0 -0.3 -1.6
C 0.623804 1.241884 0.024997 0.8 -0.8 0.6
C -0.821994 1.253965 -0.576300 2.9 -0.3 0.0
C -1.572229 0.079211 -0.181913 0.0 -0.4 -0.2
C -3.682938 -0.704399 0.547842 1.1 2.3 -1.0
H 2.009228 4.027638 0.459211 -0.4 -1.6 0.3
H 2.834307 1.777162 1.134621 0.2 0.3 0.6
H -4.016264 -1.100077 -0.379317 -1.1 -1.1 -0.2
H 0.439228 -0.109860 -1.822080 0.3 1.1 0.8
H -4.377979 -0.152827 1.148520 -0.8 -0.5 0.3
H 2.893141 -2.216612 -0.840066 1.3 -1.4 -0.6
H 0.819811 1.660056 -2.188285 -0.8 -0.5 0.9
H 0.667203 2.912745 2.020935 -0.3 0.1 1.5
H 2.263161 -0.693909 -0.446018 0.4 0.1 -0.3
H 1.102327 -3.785118 -0.662010 -1.8 0.3 1.3
H -2.982816 -1.306643 1.043884 0.1 -1.4 1.0
H -0.199757 -4.050461 0.525597 -0.2 -0.3 0.2
H -1.122765 2.271503 -0.660711 -1.5 0.1 -0.1
```
Positions in Å, forces in eV/Å.

Here are the Löwdin charges for atoms 1 to 2, given in e:
1 P 0.98
2 Si 0.52


Which formula does entry 1 have?
C5H13N2O